1.
The following is a DFT calculation (wB97M-V/def2-TZVPD) of 5 unconnected molecules or ions with the total composition C4H16IN8O4 at a distorted geometry.

net charge: -1
max |F|: 6.67 eV/Å
orbital gap: 7.71 eV

Atoms and positions in Å:
I1 -0.20 0.68 -0.88
C1 -1.40 -1.38 3.45
O1 -1.82 -0.91 4.49
N1 -0.83 -2.56 3.20
N2 -1.45 -0.64 2.35
H1 -0.70 -3.12 4.03
H2 -0.72 -2.85 2.23
H3 -0.98 -0.95 1.51
H4 -1.46 0.37 2.39
C2 -2.61 3.94 1.52
O2 -3.41 4.52 2.16
N3 -2.66 2.62 1.39
N4 -1.53 4.44 1.06
H5 -1.97 2.11 0.85
H6 -3.42 2.15 1.87
H7 -0.98 3.84 0.45
H8 -1.32 5.42 1.03
C3 3.87 1.38 -3.43
O3 3.91 0.28 -4.06
N5 4.56 2.43 -3.78
N6 3.10 1.67 -2.44
H9 4.56 3.19 -3.12
H10 5.09 2.31 -4.63
H11 2.39 1.04 -2.10
H12 3.02 2.57 -1.99
C4 -0.41 -3.89 -0.50
O4 -0.78 -3.52 0.56
N7 -0.46 -3.09 -1.52
N8 -0.14 -5.15 -0.77
H13 -0.68 -2.14 -1.23
H14 -0.45 -3.46 -2.46
H15 -0.19 -5.76 0.03
H16 0.06 -5.55 -1.68

Here are the natural (NBO) charges for atoms 1 to 2, given in e: -0.945, 0.759

=====

2.
The following is a DFT calculation (wB97M-V/def2-TZVPD) of 5 unconnected molecules or ions with the total composition C4H16IO4 at a distorted geometry.

net charge: -1
max |F|: 2.16 eV/Å
orbital gap: 8.18 eV

Atoms and positions in Å:
I1 0.52 0.43 -0.33
C1 1.22 0.27 4.04
O1 -0.02 0.31 3.33
H1 1.45 1.29 4.36
H2 1.20 -0.46 4.85
H3 1.94 -0.08 3.30
H4 0.21 0.18 2.41
C2 -2.85 -1.80 1.00
O2 -1.43 -2.16 0.99
H5 -3.41 -2.58 1.52
H6 -3.03 -0.93 1.64
H7 -3.28 -1.74 0.00
H8 -0.94 -1.41 0.67
C3 -2.37 2.66 -2.54
O3 -1.83 2.90 -1.27
H9 -3.06 1.83 -2.36
H10 -2.85 3.59 -2.83
H11 -1.66 2.29 -3.29
H12 -1.29 2.15 -1.01
C4 3.81 -1.09 -2.68
O4 3.14 -1.81 -1.62
H13 3.10 -0.72 -3.42
H14 4.36 -0.23 -2.31
H15 4.49 -1.71 -3.27
H16 2.56 -1.19 -1.16

Here are the natural (NBO) charges for atoms 1 to 2, given in e: -0.904, -0.250

=====

3.
The following is a DFT calculation (wB97M-V/def2-TZVPD) of 3 unconnected molecules or ions with the total composition C4H16N2O2 at a distorted geometry.

multiplicity: 2
net charge: -1
max |F|: 1.43 eV/Å
orbital gap (spin up / spin down): 2.75 / 9.66 eV

Atoms and positions in Å:
C1 -0.68 0.33 -1.91
N1 0.64 0.43 -2.53
C2 -0.75 1.16 -0.63
C3 -1.06 0.27 0.56
C4 -0.95 0.95 1.90
N2 0.45 1.09 2.39
H1 -0.89 -0.73 -1.77
H2 -1.48 0.58 -2.63
H3 0.69 -0.10 -3.40
H4 0.77 1.41 -2.80
H5 -1.40 2.02 -0.69
H6 0.25 1.58 -0.53
H7 -0.40 -0.55 0.57
H8 -2.06 -0.18 0.45
H9 -1.33 1.97 1.83
H10 -1.49 0.33 2.62
H11 0.71 0.15 2.65
H12 1.06 1.28 1.59
H13 0.99 -2.64 2.34
H14 0.93 -2.38 0.80
O1 0.43 -2.73 1.58
H15 2.43 -1.88 -1.05
H16 1.32 -0.87 -0.94
O2 1.82 -1.50 -0.40

Here are the natural (NBO) charges for atoms 1 to 2, given in e: -0.428, -1.088

=====

Relative energy (zero: lowest compared OMol25 entry of this formula, charge and spin) readings, ordered: 2.303 0.581 0.419 eV